Run w
This record from the Open Molecules 2025 dataset describes 4 unconnected molecules or ions with the total composition C3H12O4. The level of theory is ωB97M-V with the def2-TZVPD basis set.

Computed properties:
orbital gap = 10.64 eV
HOMO = -9.88 eV

Geometry (Å):
C1 1.3623 0.4777 0.8574
O1 0.0730 -0.0847 0.6507
C2 2.4837 -0.4104 0.4065
C3 2.4392 -1.6685 0.9160
H1 1.4705 1.3419 0.2065
H2 1.5686 0.8253 1.9008
H3 -0.0641 -0.7626 -0.0263
H4 3.2661 -0.0895 -0.2791
H5 3.1447 -2.4162 0.6171
H6 1.9115 -1.8718 1.8380
H7 -2.4466 1.0837 1.1342
H8 -0.9706 1.0021 0.7287
O2 -1.7821 1.7094 0.8072
H9 -2.5814 1.4514 -0.6300
H10 -2.4478 1.8391 -2.1701
O3 -2.8655 1.2184 -1.5477
H11 -1.4767 -1.7878 -2.3077
H12 -1.8692 -0.5707 -1.5870
O4 -1.2157 -1.2868 -1.5151


Run x
This record from the Open Molecules 2025 dataset describes 4 unconnected molecules or ions with the total composition C3H12O4. The level of theory is ωB97M-V with the def2-TZVPD basis set.

Computed properties:
orbital gap = 10.96 eV
HOMO = -10.15 eV

Geometry (Å):
O1 0.6216 -1.1190 -0.1015
C1 0.1214 -0.5165 0.8172
C2 0.6974 -0.4388 2.1856
C3 1.1981 0.9237 2.6721
H1 -0.7361 0.2352 0.7689
H2 1.6435 -1.0253 1.9511
H3 0.0571 -0.9635 2.9023
H4 0.3932 1.7325 2.8178
H5 1.9624 1.2663 1.9092
H6 1.6918 0.7484 3.6328
H7 -0.4676 -0.3179 -3.1448
H8 -1.7544 0.2078 -3.7076
O2 -1.3969 -0.1667 -2.8939
H9 -1.9756 1.0130 -1.4367
H10 -3.5052 1.1472 -0.8884
O3 -2.5719 1.2190 -0.6952
H11 2.0910 -1.3118 -2.3575
H12 0.7541 -1.4189 -1.7830
O4 1.1761 -1.2148 -2.6484


Short version: run x, run w, most stable first.


Run w
This record from the Open Molecules 2025 dataset describes a gas-phase ion, C3H4NO (charge +1). The level of theory is ωB97M-V with the def2-TZVPD basis set.

Computed properties:
orbital gap = 9.51 eV
HOMO = -14.97 eV
total charge = +1

Geometry (Å):
C1 -1.6396 0.2200 -0.0899
C2 1.6108 1.5128 -0.0681
C3 -0.1499 -0.2540 0.0155
N1 0.7833 0.7337 0.0184
O1 -2.2805 1.1904 0.0628
H1 -2.1440 -0.8127 -0.3284
H2 2.5094 1.9973 0.1135
H3 -0.1595 -0.5617 1.0731
H4 -0.0400 -0.9974 -0.8026


Run x
This record from the Open Molecules 2025 dataset describes a gas-phase ion, C3H4NO (charge +1). The level of theory is ωB97M-V with the def2-TZVPD basis set.

Computed properties:
orbital gap = 9.67 eV
HOMO = -17.38 eV
total charge = +1

Geometry (Å):
C1 1.0832 0.2040 -2.9546
C2 0.2137 -0.1156 0.2211
C3 -0.3171 0.3373 -1.0167
N1 1.8527 -0.0126 -3.7687
O1 0.1042 0.4210 -2.2225
H1 0.1650 0.6866 0.8481
H2 -0.3569 -0.9540 0.8031
H3 1.2919 -0.6266 0.2170
H4 -1.2288 0.9149 -0.9225


Run y
This record from the Open Molecules 2025 dataset describes 2 unconnected molecules or ions with the total composition C3H4NO. The level of theory is ωB97M-V with the def2-TZVPD basis set.

Computed properties:
orbital gap = 10.36 eV
HOMO = -16.84 eV
total charge = +1

Geometry (Å):
C1 0.1287 -1.0284 -0.1127
C2 -1.1921 0.6714 0.0017
C3 0.9262 0.1799 -0.1304
N1 -0.0478 1.2221 -0.0011
O1 -1.1024 -0.7383 0.0574
H1 0.6198 -1.9805 0.1301
H2 -2.4704 1.4294 -0.1442
H3 1.2797 0.0403 0.9211
H4 1.8583 0.2042 -0.7220


Run z
This record from the Open Molecules 2025 dataset describes a gas-phase ion, C3H4NO (charge +1). The level of theory is ωB97M-V with the def2-TZVPD basis set.

Computed properties:
orbital gap = 9.69 eV
HOMO = -16.97 eV
total charge = +1

Geometry (Å):
C1 -0.1670 -0.8595 -2.4194
C2 0.4886 0.7326 0.4792
C3 -0.4668 -0.2684 0.8079
N1 -0.3836 -0.9615 -1.3072
O1 -0.8423 -1.1408 -0.0466
H1 1.3260 0.2133 -0.1593
H2 1.0535 1.2208 1.2741
H3 -0.9620 -0.1849 1.7380
H4 -0.0463 1.2485 -0.3667


Short version: run w, run y, run x, run z, most stable first.


Run w
This record from the Open Molecules 2025 dataset describes 2 unconnected molecules or ions with the total composition C3H4NO. The level of theory is ωB97M-V with the def2-TZVPD basis set.

Computed properties:
orbital gap = 7.57 eV
HOMO = -14.99 eV
total charge = +1

Geometry (Å):
C1 -0.2051 0.0368 -0.1733
C2 2.2770 0.3500 0.1192
C3 -3.5958 -0.6190 0.0396
N1 0.9286 0.2666 -0.1262
O1 -3.1974 0.4485 -0.0211
H1 2.4270 -0.0615 1.0293
H2 2.4888 1.3794 0.0639
H3 2.6479 -0.1270 -0.8446
H4 -3.7710 -1.6738 -0.0867


Run x
This record from the Open Molecules 2025 dataset describes a gas-phase ion, C3H4NO (charge +1). The level of theory is ωB97M-V with the def2-TZVPD basis set.

Computed properties:
orbital gap = 10.46 eV
HOMO = -17.76 eV
total charge = +1

Geometry (Å):
C1 -3.0988 0.0767 -0.0392
C2 0.0499 0.3654 -0.0157
C3 -0.8864 -0.8024 -0.0025
N1 -4.1514 0.5779 -0.1442
O1 -2.0900 -0.7817 0.0327
H1 0.2783 0.5445 0.9512
H2 1.1100 0.1688 -0.4846
H3 -0.4482 1.1770 -0.3570
H4 -0.4128 -1.7002 0.2692


Run y
This record from the Open Molecules 2025 dataset describes a molecular structure, C3H4NO. The level of theory is ωB97M-V with the def2-TZVPD basis set.

Computed properties:
orbital gap = 9.74 eV
HOMO = -17.51 eV
total charge = +1

Geometry (Å):
C1 1.2798 0.1066 -0.0352
C2 -0.2404 -0.7536 0.0604
C3 -0.6415 0.7970 -0.0556
N1 1.9727 -0.8705 0.0010
O1 0.7535 1.1998 0.0449
H1 -0.3700 -1.1700 1.1051
H2 -0.4842 -1.5173 -0.7670
H3 -1.0896 0.9712 -1.0470
H4 -1.1804 1.2367 0.6935


Short version: run w, run x, run y, most stable first.


Run w
This record from the Open Molecules 2025 dataset describes a single C4H6N4O molecule. The level of theory is ωB97M-V with the def2-TZVPD basis set.

Computed properties:
orbital gap = 9.89 eV
HOMO = -8.97 eV

Geometry (Å):
C1 -0.6091 -0.6059 -0.0149
C2 1.2868 0.6838 0.0208
C3 1.7066 -0.7146 -0.2884
C4 0.5440 -1.5721 -0.2828
H1 -2.4198 0.7945 1.0727
H2 -3.5323 0.2781 -0.0472
H3 -0.5729 1.4484 0.1660
H4 1.4908 2.5302 -0.0486
H5 2.7161 -0.8292 -0.7791
H6 0.4375 -2.5989 -0.7094
N1 -2.5452 0.5180 0.0936
N2 -1.8674 -0.7075 -0.3132
N3 -0.0795 0.5971 0.4587
N4 2.0465 1.6835 -0.1546
O1 1.3978 -1.5053 0.8263


Run x
This record from the Open Molecules 2025 dataset describes a single C4H6N4O molecule. The level of theory is ωB97M-V with the def2-TZVPD basis set.

Computed properties:
orbital gap = 8.47 eV
HOMO = -8.65 eV

Geometry (Å):
C1 0.1537 2.0669 -1.0628
C2 -1.2526 0.1806 -0.3854
C3 -0.8166 -1.9764 0.6622
C4 1.3290 -0.6428 0.7506
H1 -0.6938 2.2234 -1.7063
H2 0.0872 2.9554 -0.2442
H3 1.1841 2.0346 -1.5057
H4 -2.0485 0.9322 -0.7068
H5 0.8189 -2.4002 1.5878
H6 2.3142 -0.7813 1.1384
N1 -0.0114 0.8052 -0.4545
N2 -1.5961 -1.0289 -0.0233
N3 0.4344 -1.6441 1.0651
N4 1.2659 0.3725 -0.0792
O1 -1.1685 -3.0971 0.9640


Short version: run x, run w, most stable first.